Entry from the OMol25 dataset: a molecular structure, C72H111F36N23O24S10 (wB97M-V/def2-TZVPD).

The geometry in ORCA input format:
```
! RIJCOSX wB97M-V def2-TZVPD def2/J DEFGRID3
* xyz 2 1
S 9.186 3.309 -0.837
S -3.795 -4.211 -4.522
S 3.362 -1.817 -0.105
S 1.247 5.200 1.723
S 6.453 3.605 -0.587
S 5.429 -3.697 0.141
S -4.359 -0.880 1.026
S -2.748 1.472 1.039
S -3.224 -6.676 -5.813
S 1.699 7.345 3.361
F 1.220 4.061 -0.607
F 2.968 5.344 -0.328
F 0.118 9.585 3.663
F -3.576 -8.104 -8.099
F -0.205 1.086 1.571
F -5.622 -2.319 -4.668
F 6.067 -3.508 -2.343
F 6.031 4.113 -3.041
F -0.853 -0.377 -8.280
F -4.312 -6.058 -8.298
F -4.771 -0.583 -1.724
F 1.124 6.194 -0.864
F 3.970 0.469 -1.194
F 7.794 -3.300 -1.108
F 6.096 1.935 -2.643
F -4.939 -2.458 -0.870
F 9.695 1.526 1.164
F 6.947 -5.248 -1.330
F 11.386 2.210 -0.066
F -0.566 2.277 -0.105
F 0.289 1.786 9.065
F 0.181 1.564 -8.479
F -2.907 -1.536 -1.180
F 4.148 0.493 1.014
F 2.077 0.993 10.190
F -3.676 -1.913 -5.644
F 4.338 3.011 -2.171
F -0.495 8.275 2.140
F -2.186 -6.374 -8.259
F 1.323 9.396 1.835
F 2.207 0.463 0.125
F 1.276 -0.340 -8.302
F 2.353 2.218 8.486
F -0.957 0.248 -0.368
F 9.991 0.670 -0.761
F -5.266 -3.193 -6.560
O -2.511 2.470 2.068
O 2.775 -2.311 1.135
O 6.307 -3.636 1.234
O 6.715 4.990 -0.697
O -2.735 -3.529 -3.818
O 0.399 -0.767 8.716
O 1.804 4.034 2.420
O 0.804 6.754 4.389
O 1.015 -0.468 -5.696
O 9.403 4.414 0.062
O -5.696 -0.363 1.054
O 9.702 3.367 -2.208
O 2.675 -2.021 -1.394
O -0.213 5.158 1.683
O 5.545 3.179 0.478
O -4.360 -7.409 -5.283
O -1.974 -7.237 -5.455
O -1.016 0.534 -5.897
O -4.157 -2.074 1.734
O -3.393 1.910 -0.205
O 4.473 -4.721 0.106
O 2.951 7.885 3.719
O 1.436 0.299 6.822
O -4.748 -4.848 -3.625
N 0.344 -3.927 -5.004
N 4.895 -2.204 -0.230
N -4.309 2.622 -5.219
N -0.265 -3.830 -7.086
N -15.420 -0.968 0.102
N -1.373 -0.717 4.999
N 1.938 6.550 2.054
N 0.143 4.477 6.752
N 8.079 7.933 2.086
N 4.386 -1.337 4.380
N -3.212 -5.091 -5.754
N -3.144 0.090 1.542
N 4.289 0.531 -4.701
N 5.996 -0.821 -4.600
N 4.104 -3.459 4.101
N -2.846 -7.856 -1.086
N 7.732 2.718 -0.758
N -1.241 4.548 5.074
N -4.281 3.468 -3.209
N -1.662 -9.389 -2.092
N -2.339 -0.228 6.860
N 6.191 7.046 2.624
N -14.066 -1.725 -1.380
C 8.024 -0.239 -3.238
C -4.671 -2.788 -5.418
C 3.755 -0.708 -4.439
C 0.197 3.236 6.129
C -1.008 -3.321 -8.315
C -3.844 4.323 -2.093
C 1.560 0.026 8.097
C -2.392 -8.263 -2.296
C -2.684 -1.238 4.911
C -0.778 5.195 6.146
C 7.712 8.560 3.204
C -0.638 3.250 5.088
C 0.434 -2.248 4.508
C -1.005 -10.295 -3.087
C 4.717 0.136 4.079
C 0.334 0.467 -6.289
C 3.465 0.983 3.859
C -0.989 1.228 0.524
C -3.599 -6.592 -0.907
C 0.986 -3.345 -3.732
C -3.751 3.520 -4.421
C -11.731 -1.996 -1.736
C 3.786 -1.811 5.482
C -1.096 1.276 -4.686
C 0.121 -2.192 -3.103
C 6.498 8.028 3.574
C -5.344 2.032 -4.537
C 0.232 0.318 -7.856
C 6.627 -3.980 -1.228
C 10.102 1.823 -0.097
C 4.821 5.281 3.737
C -14.433 -1.830 -0.124
C -1.232 -0.158 6.180
C 1.588 1.247 8.996
C -5.329 2.583 -3.263
C 0.295 -5.082 -6.808
C 0.620 -5.227 -5.519
C 0.581 -2.163 8.530
C 3.634 1.858 -4.749
C 1.686 5.221 -0.193
C -3.720 2.297 -6.491
C -2.287 -8.698 -0.112
C -1.673 -10.229 -4.510
C 0.607 8.760 2.735
C -2.076 0.641 -3.721
C 7.180 7.018 1.707
C -3.251 -0.782 6.037
C -0.394 -1.057 4.063
C -4.179 -1.349 -0.816
C 3.439 0.025 -0.049
C -1.623 -9.666 -0.707
C -15.971 -0.642 1.419
C -14.815 -0.749 -1.928
C 3.615 -3.138 5.350
C -2.226 5.152 4.195
C -3.352 -6.820 -7.718
C 1.840 -2.754 9.160
C 5.629 3.133 -2.200
C -2.584 0.370 8.164
C -13.071 -2.555 -2.043
C -3.534 4.331 4.168
C 3.827 -4.715 3.299
C 9.421 8.096 1.552
C -0.241 -3.191 -5.922
C -15.621 -0.171 -1.004
C 7.391 -1.243 -4.268
C 4.594 -2.345 3.560
C 4.793 -1.545 -4.376
C 5.054 6.058 2.471
C 0.934 4.904 7.928
C 5.636 0.429 -4.890
C -2.342 4.557 -1.978
H 4.143 6.524 2.218
H 1.174 -2.610 3.740
H -13.158 -3.608 -1.748
H 0.722 1.469 -6.208
H -4.160 3.705 -1.193
H -11.090 -2.486 -2.469
H 0.269 -5.764 -7.622
H 3.309 -1.215 6.322
H -0.811 -1.246 3.076
H -2.095 5.647 -2.099
H -1.896 1.221 8.267
H 7.365 -2.217 -3.796
H -2.402 6.135 4.641
H -1.675 -0.298 -3.310
H -0.333 -2.554 8.906
H 1.049 -4.144 -3.034
H -0.272 -3.053 -9.103
H -4.494 5.213 -2.177
H -0.234 -3.098 4.724
H 0.489 -2.450 7.512
H 3.624 -4.518 2.210
H 1.111 -5.987 -5.007
H -4.544 1.859 -7.067
H 2.370 -1.918 9.637
H -0.048 1.218 -4.336
H 0.618 5.953 8.034
H 0.171 -1.220 -3.658
H -5.945 1.339 -5.079
H -3.603 0.671 8.190
H -17.074 -0.786 1.415
H 3.778 2.029 3.676
H 10.158 7.378 2.029
H -2.527 -8.559 0.939
H -0.910 -2.560 -3.064
H -14.038 -2.529 0.623
H -1.773 -4.044 -8.573
H 9.431 7.968 0.438
H 9.042 -0.616 -3.113
H -1.121 -11.275 -2.575
H -13.305 -2.527 -3.140
H -1.774 5.287 3.219
H -6.009 2.389 -2.470
H 4.083 4.528 3.621
H -15.616 -1.370 2.110
H -4.493 -6.544 -1.553
H 2.854 1.861 -4.020
H 0.272 -0.264 3.803
H -2.970 1.558 -6.358
H -3.342 3.262 -6.896
H 3.219 -3.860 6.035
H -2.998 -5.722 -1.072
H -2.987 4.232 -4.707
H -1.328 2.341 -5.026
H -3.309 3.329 3.810
H 3.248 2.029 -5.707
H -1.026 -10.445 -0.283
H 9.770 9.142 1.778
H 0.660 4.412 8.839
H 0.483 -1.971 -2.081
H -2.041 4.316 -0.971
H 7.558 -0.269 -2.275
H 5.005 -2.258 2.552
H -16.283 0.663 -1.085
H 2.687 -0.959 -4.433
H -0.992 6.226 6.425
H -4.177 4.895 3.558
H 8.442 9.202 3.708
H 4.401 6.000 4.509
H 0.911 -1.896 5.433
H -4.084 -6.525 0.098
H 5.742 4.783 3.991
H 1.993 4.927 7.814
H 7.234 6.341 0.822
H -1.445 -2.445 -7.931
H 2.973 -5.132 3.743
H 2.460 -0.626 8.320
H -3.908 4.282 5.161
H 5.379 5.491 1.589
H -2.329 1.254 -2.903
H -15.649 0.362 1.591
H -14.687 -0.393 -2.959
H -3.068 -1.721 4.002
H 5.859 8.342 4.358
H -1.038 -10.807 -5.182
H 8.034 -1.320 -5.108
H 4.953 -2.593 -4.221
H 0.936 2.481 6.273
H 5.390 0.438 4.868
H -11.318 -2.219 -0.755
H 4.737 -5.352 3.384
H 2.790 0.826 4.803
H -4.269 -0.995 6.442
H -3.038 0.499 -4.204
H -2.322 -0.246 8.942
H -1.719 -9.182 -4.850
H 6.234 1.340 -5.020
H -2.594 -10.812 -4.509
H 4.410 2.581 -4.483
H -0.464 -2.210 -5.791
H -2.680 -7.781 -3.200
H 5.338 0.116 3.184
H 1.956 -2.967 -3.993
H 0.077 -9.985 -3.124
H 2.424 -3.246 8.459
H -11.585 -0.935 -2.079
H 8.023 0.801 -3.580
H -0.319 0.316 6.591
H -1.730 4.024 -2.673
H -0.826 2.480 4.360
H 2.978 0.522 2.941
H 1.682 -3.407 9.971
*
```

## Properties
- largest force on an atom (eV/A) = 4.59
- energy above the lowest of the compared OMol25 structures with the same formula, charge and spin (eV) = 0.000
- lowest unoccupied orbital energy (Ha) = -0.13345